Here is a 12-piece molecular cluster, C57H145N7O19 overall in a non-equilibrium geometry from OMol25. Energies are from the ωB97M-V functional and the def2-TZVPD basis.

Summary:
relative energy (zero: lowest compared OMol25 entry of this formula, charge and spin)	145.0	kJ/mol
HOMO	-8.11	eV
LUMO	0.44	eV
total charge	0
structure (SMILES)	COCCNCCOC.COCCNCCOC.COCCNCCOC.COCCNCCOC.COCCNCCOC.COCCNCCOC.COCCNCCOC.CC(C)O.CC(C)O.CC(C)O.CC(C)O.CC(C)O
2S+1	1

Cartesian coordinates (Å):
C1 -2.93740 -3.07501 3.76680
O1 -2.99815 -1.84613 2.99259
C2 -1.77166 -1.13448 3.12240
C3 -1.81592 0.17346 2.39967
N1 -0.51007 0.61213 1.91853
C4 -0.59490 1.94730 1.24418
C5 0.74327 2.32355 0.59580
O2 1.63658 2.29700 1.66568
C6 2.88360 2.65848 1.21169
H1 -2.03706 -3.66082 3.50705
H2 -3.83733 -3.64967 3.39344
H3 -3.05777 -2.91838 4.82887
H4 -0.92762 -1.78127 2.74340
H5 -1.55742 -0.93460 4.20888
H6 -2.21234 0.86522 3.16636
H7 -2.52792 0.10562 1.59532
H8 0.11924 0.78041 2.70317
H9 -0.80939 2.74949 1.96127
H10 -1.33652 1.94893 0.46742
H11 0.68141 3.29230 0.11095
H12 1.01663 1.51507 -0.10971
H13 2.83557 3.38481 0.40466
H14 3.45912 1.74952 0.87251
H15 3.37811 3.14525 2.03936
C7 5.25618 -4.55163 5.67439
O3 4.96056 -3.24040 6.01926
C8 5.24264 -2.97417 7.36882
C9 4.81504 -1.51773 7.52362
N2 5.38754 -0.54546 6.67504
C10 6.79636 -0.38345 6.78404
C11 7.27565 0.66980 5.74988
O4 7.19300 0.17363 4.42406
C12 7.35440 1.17540 3.45601
H16 5.13172 -4.63832 4.60245
H17 4.60921 -5.31433 6.19134
H18 6.30293 -4.74367 5.93717
H19 6.32176 -3.10779 7.56075
H20 4.63765 -3.67178 8.04810
H21 4.95120 -1.27467 8.54472
H22 3.73370 -1.39805 7.40724
H23 5.11401 -0.65113 5.68403
H24 7.41699 -1.21660 6.51498
H25 7.14452 -0.03583 7.79680
H26 8.35303 0.87653 6.00110
H27 6.63532 1.56270 5.81590
H28 6.63027 1.17388 2.67669
H29 8.30641 1.05808 2.97517
H30 7.32836 2.11043 4.01069
C13 -3.96623 8.10109 -4.01369
O5 -3.25941 7.75603 -2.79624
C14 -2.64682 8.90968 -2.24475
C15 -1.75335 8.63262 -1.10517
N3 -2.53688 7.95762 -0.08495
C16 -1.74757 7.38580 0.97318
C17 -2.63508 6.48973 1.82219
O6 -3.13222 5.43839 1.00676
C18 -3.92083 4.50179 1.70677
H31 -4.63695 8.92513 -3.84178
H32 -4.48876 7.20819 -4.32827
H33 -3.22301 8.33224 -4.77431
H34 -3.38953 9.69654 -1.94766
H35 -2.11997 9.37676 -3.09488
H36 -1.37557 9.57946 -0.69958
H37 -0.89909 8.00627 -1.41688
H38 -3.26657 7.36556 -0.52235
H39 -1.48204 8.24127 1.61652
H40 -0.83343 6.83207 0.67833
H41 -3.46435 7.03438 2.25888
H42 -2.09296 6.06269 2.69271
H43 -4.86453 4.81926 2.18273
H44 -3.33069 3.89132 2.44488
H45 -4.18447 3.80244 0.96235
C19 6.51650 -3.53167 -1.46869
O7 5.76755 -4.65902 -1.00506
C20 4.44744 -4.27063 -0.70674
C21 3.69290 -5.38671 -0.07124
N4 3.41180 -6.50264 -0.93375
C22 2.75889 -6.20988 -2.19923
C23 2.40870 -7.47850 -2.99023
O8 3.61233 -8.25398 -3.05449
C24 3.36475 -9.59690 -3.40105
H46 6.43215 -2.71542 -0.75557
H47 6.09596 -3.27444 -2.41935
H48 7.55303 -3.85637 -1.63421
H49 3.93494 -3.95857 -1.61543
H50 4.48219 -3.45290 -0.00480
H51 2.76963 -4.88114 0.30219
H52 4.22467 -5.71713 0.87274
H53 4.28315 -7.02986 -1.18229
H54 3.43652 -5.63091 -2.78895
H55 1.79990 -5.72896 -2.07539
H56 1.97859 -7.22541 -3.97038
H57 1.66930 -8.00545 -2.39057
H58 2.95542 -9.55812 -4.40171
H59 2.68095 -10.06196 -2.65008
H60 4.30228 -10.12798 -3.32345
C25 -2.52338 0.24997 -7.74507
O9 -2.40610 0.75350 -6.41381
C26 -1.18164 1.51684 -6.27499
C27 -0.93601 2.00174 -4.87674
N5 -1.97233 2.90283 -4.33520
C28 -1.65848 3.57402 -3.06692
C29 -2.92892 4.38532 -2.70331
O10 -3.98152 3.46026 -2.46191
C30 -5.13135 4.11171 -1.92626
H61 -3.56870 -0.04436 -7.81948
H62 -1.81913 -0.58239 -8.06421
H63 -2.44312 1.05671 -8.49048
H64 -1.25637 2.31439 -7.02544
H65 -0.35614 0.88592 -6.64304
H66 -0.02239 2.53510 -4.89767
H67 -0.77425 1.12588 -4.19104
H68 -2.83246 2.33733 -4.29262
H69 -0.77249 4.14401 -3.32743
H70 -1.46764 2.90745 -2.23249
H71 -3.18274 5.07257 -3.52791
H72 -2.79844 5.01597 -1.80250
H73 -5.79833 3.29389 -1.67927
H74 -5.58528 4.79607 -2.68293
H75 -4.89389 4.69745 -1.04665
C31 1.08546 7.16789 4.44103
O11 1.11448 6.30622 3.31896
C32 1.81480 5.13436 3.70567
C33 0.86672 4.10820 4.28297
N6 1.54453 2.86022 4.60867
C34 0.83831 2.04216 5.58787
C35 1.44340 0.65106 5.73589
O12 1.16537 -0.01784 4.54584
C36 1.72584 -1.32410 4.45694
H76 0.65574 6.67545 5.32975
H77 0.36289 7.97660 4.28620
H78 2.12189 7.44567 4.69281
H79 2.62563 5.29201 4.43027
H80 2.23968 4.77474 2.75357
H81 0.02307 4.06697 3.56851
H82 0.48183 4.49318 5.22880
H83 1.74637 2.37305 3.75418
H84 -0.21560 1.91265 5.32230
H85 0.87173 2.56456 6.53794
H86 0.89460 0.21206 6.55272
H87 2.52249 0.74180 5.93709
H88 2.00590 -1.65048 3.46910
H89 1.05738 -2.09154 4.91571
H90 2.70321 -1.35649 5.01369
C37 4.49739 -1.08873 2.76482
O13 3.69973 -1.97480 2.07346
C38 2.93217 -1.28966 1.06997
C39 1.81694 -2.09636 0.46830
N7 0.81273 -1.24530 -0.10046
C40 -0.34611 -2.02319 -0.43291
C41 -1.19076 -1.06528 -1.30558
O14 -2.47252 -1.63054 -1.41772
C42 -3.33854 -0.72127 -2.08491
H91 4.94930 -1.58924 3.58600
H92 3.86187 -0.29834 3.21784
H93 5.32317 -0.65575 2.19398
H94 3.59665 -0.94649 0.26446
H95 2.41750 -0.40754 1.52074
H96 1.35748 -2.73470 1.25523
H97 2.20969 -2.74276 -0.33249
H98 0.56887 -0.59455 0.64239
H99 -0.92173 -2.35970 0.42540
H100 -0.10614 -2.98092 -0.95551
H101 -0.74954 -0.85025 -2.29356
H102 -1.17817 -0.12225 -0.70328
H103 -4.09060 -1.29720 -2.63097
H104 -2.82892 -0.14056 -2.83368
H105 -3.79604 0.04552 -1.46121
C43 -5.61743 -0.13340 -4.78706
C44 -6.50911 0.55315 -5.80783
C45 -6.96756 -0.34516 -6.91911
O15 -7.69720 1.02067 -5.14245
H106 -4.80614 -0.65662 -5.28453
H107 -6.17627 -0.82868 -4.13194
H108 -5.08941 0.56649 -4.11605
H109 -6.00088 1.42315 -6.28898
H110 -7.80510 0.18466 -7.38994
H111 -7.24444 -1.29743 -6.47272
H112 -6.18560 -0.48150 -7.68263
H113 -7.38044 1.64928 -4.48063
C46 4.04986 -0.19503 -4.11050
C47 3.10091 0.26359 -2.98595
C48 2.12010 1.31729 -3.46799
O16 2.48521 -0.89649 -2.53352
H114 3.53451 -0.38864 -5.08909
H115 4.58958 -1.10013 -3.79261
H116 4.85653 0.54581 -4.33591
H117 3.66560 0.70138 -2.15650
H118 2.77278 2.15064 -3.83100
H119 1.42881 1.66639 -2.69398
H120 1.51619 0.92526 -4.32895
H121 1.86361 -0.82747 -1.77387
C49 1.14365 -2.96382 -5.68871
C50 0.26021 -2.62807 -4.49350
C51 -1.14659 -3.23810 -4.48959
O17 0.89469 -3.20131 -3.35948
H122 1.13623 -4.06349 -5.74926
H123 2.22810 -2.70921 -5.63214
H124 0.71758 -2.65500 -6.67807
H125 0.19341 -1.52509 -4.41250
H126 -1.51498 -3.08525 -3.48582
H127 -1.21061 -4.31359 -4.71247
H128 -1.82807 -2.71192 -5.16526
H129 1.70676 -2.64523 -3.19266
C52 -6.76021 -0.30819 1.64518
C53 -6.48381 -1.26936 2.80764
C54 -6.15796 -2.68082 2.29146
O18 -5.37974 -0.80746 3.62945
H130 -6.85985 0.73200 1.99612
H131 -7.72191 -0.61087 1.19324
H132 -6.00458 -0.32653 0.89583
H133 -7.39007 -1.29941 3.41621
H134 -6.13974 -3.48043 3.03509
H135 -5.29518 -2.75918 1.63547
H136 -6.99535 -2.97169 1.69385
H137 -4.58551 -1.12133 3.21029
C55 -3.63346 -4.35447 0.00133
C56 -2.84352 -5.10019 -1.02975
C57 -1.56248 -5.83966 -0.49952
O19 -3.73757 -6.01109 -1.70368
H138 -3.87465 -5.11335 0.74342
H139 -4.49351 -3.87636 -0.50075
H140 -3.01621 -3.65278 0.53426
H141 -2.53909 -4.42168 -1.81639
H142 -1.74085 -6.43834 0.39444
H143 -0.76729 -5.06480 -0.26949
H144 -1.10056 -6.48117 -1.26063
H145 -4.48028 -6.19600 -1.11892